one.
ORCA calculation (the ωB97M-V functional and the def2-TZVPD basis) on a 2-piece molecular cluster, C5H11N3O overall.

HOMO level = -8.55 eV
Kohn-Sham gap = 9.026 eV

Structure (ORCA input):
```
! wB97M-V def2-TZVPD RIJCOSX def2/J DEFGRID3
* xyz 0 1
H 2.672 -1.791 -0.937
N 2.391 -0.977 -0.407
C 1.230 -0.520 -0.698
N 0.827 0.655 -0.001
C 0.417 1.833 -0.744
O 1.733 0.999 1.018
H 0.628 -0.708 -1.584
H -0.016 2.542 -0.036
H -0.341 1.540 -1.471
H 1.271 2.301 -1.247
H 2.437 0.313 0.886
H 0.497 -2.124 1.398
N -0.215 -1.734 0.784
C -0.686 -0.593 1.204
C -1.925 -0.052 0.622
C -2.581 -0.647 -0.369
H -0.429 -0.166 2.180
H -2.246 0.911 1.003
H -2.249 -1.608 -0.733
H -3.415 -0.175 -0.865
*
```

=====

two.
ORCA calculation (the ωB97M-V functional and the def2-TZVPD basis) on one molecule with the formula C5H11N3O.

HOMO level = -8.30 eV
Kohn-Sham gap = 9.189 eV

Structure (ORCA input):
```
! wB97M-V def2-TZVPD RIJCOSX def2/J DEFGRID3
* xyz 0 1
C 0.238 2.536 -0.434
C 0.092 1.062 -0.234
N 0.011 0.555 0.921
N -0.151 -0.715 1.200
C 0.457 -1.109 2.456
C 0.174 -1.797 -0.045
C -0.059 0.246 -1.547
N -1.368 0.226 -1.964
O 0.874 0.070 -2.310
H 0.394 3.022 0.526
H 1.076 2.731 -1.104
H -0.657 2.944 -0.907
H 0.063 -2.087 2.738
H 1.551 -1.162 2.394
H 0.176 -0.383 3.219
H 0.068 -2.727 0.513
H -0.486 -1.998 -0.886
H 1.225 -1.666 -0.314
H -2.124 0.307 -1.305
H -1.554 -0.056 -2.915
*
```

=====

three.
ORCA calculation (the ωB97M-V functional and the def2-TZVPD basis) on a 2-piece molecular cluster, C5H11N3O overall.

HOMO level = -8.60 eV
Kohn-Sham gap = 9.416 eV

Structure (ORCA input):
```
! wB97M-V def2-TZVPD RIJCOSX def2/J DEFGRID3
* xyz 0 1
C 1.702 -0.742 2.208
C 1.298 0.392 1.273
C -0.228 0.202 0.797
C -0.909 1.527 0.554
O -0.843 -0.790 1.131
H 1.012 -0.836 3.044
H 1.687 -1.683 1.661
H 2.692 -0.579 2.629
H 1.986 0.475 0.428
H 1.389 1.330 1.827
H -1.842 1.595 1.108
H -0.265 2.384 0.728
H -1.148 1.594 -0.509
N 0.335 -0.229 -3.786
C -0.280 -0.117 -2.745
N -0.916 -0.399 -1.746
N -2.056 -1.143 -1.482
H 0.482 0.387 -4.566
H -2.092 -1.979 -2.063
H -2.003 -1.390 -0.493
*
```

=====

Stability ranking, top and bottom: two is the most stable and one is the least stable.

=====

one.
ORCA calculation (the ωB97M-V functional and the def2-TZVPD basis) on C5H11N3O as an isolated structure.

HOMO level = -8.52 eV
Kohn-Sham gap = 9.238 eV

Structure (ORCA input):
```
! wB97M-V def2-TZVPD RIJCOSX def2/J DEFGRID3
* xyz 0 1
C -2.986 0.287 -0.187
C -1.100 -1.054 0.189
C 0.867 -0.098 0.114
C 2.805 -1.455 -0.121
C 1.155 2.225 0.102
H -2.000 0.979 -0.971
H -3.280 0.921 0.815
H -4.153 0.231 -0.740
H -2.928 -1.850 0.119
H -0.665 -2.085 0.116
H 3.084 -2.549 -0.321
H 3.252 -1.208 0.919
H 3.118 -0.674 -0.869
H 1.870 3.129 -0.403
H 0.713 2.441 1.393
H 0.134 2.113 -0.617
N -2.426 -0.937 0.226
N -0.508 0.025 0.089
N 1.703 0.875 0.085
O 1.344 -1.317 0.063
*
```

=====

two.
ORCA calculation (the ωB97M-V functional and the def2-TZVPD basis) on a 2-piece molecular cluster, C5H11N3O overall.

HOMO level = -8.17 eV
Kohn-Sham gap = 8.943 eV

Structure (ORCA input):
```
! wB97M-V def2-TZVPD RIJCOSX def2/J DEFGRID3
* xyz 0 1
C 1.728 -0.853 -1.294
C 1.150 -0.034 -0.175
N 1.880 -0.039 1.020
N 0.419 1.005 -0.535
N 0.204 1.996 0.380
H 2.783 -0.619 -1.445
H 1.184 -0.659 -2.214
H 1.651 -1.913 -1.048
H 2.512 -0.823 1.104
H 1.285 0.021 1.839
H 0.953 2.115 1.064
H -0.122 2.833 -0.088
C -2.835 0.122 -0.518
C -1.981 0.039 0.496
C -0.928 -1.055 0.589
O -0.464 -1.409 1.663
H -2.709 -0.475 -1.409
H -3.630 0.851 -0.538
H -2.097 0.633 1.393
H -0.983 -1.734 -0.282
*
```

=====

Stability ranking, top and bottom: two is the most stable and one is the least stable.

=====

one.
ORCA calculation (the ωB97M-V functional and the def2-TZVPD basis) on a 2-piece molecular cluster, H4O2 overall.

HOMO level = -11.46 eV
Kohn-Sham gap = 11.929 eV

Structure (ORCA input):
```
! wB97M-V def2-TZVPD RIJCOSX def2/J DEFGRID3
* xyz 0 1
O -0.701 -0.922 -0.595
H -0.463 -1.746 -0.071
H 0.186 -0.629 -0.896
O 0.267 1.465 0.706
H 0.980 1.125 0.207
H -0.269 0.707 0.649
*
```

=====

two.
ORCA calculation (the ωB97M-V functional and the def2-TZVPD basis) on a 2-piece molecular cluster, H4O2 overall.

HOMO level = -11.25 eV
Kohn-Sham gap = 11.829 eV

Structure (ORCA input):
```
! wB97M-V def2-TZVPD RIJCOSX def2/J DEFGRID3
* xyz 0 1
O 1.629 0.007 -0.110
H 1.439 0.828 0.363
H 2.123 -0.654 0.413
O -1.757 -0.095 -0.022
H -0.821 -0.360 0.233
H -1.717 0.889 0.048
*
```

=====

Stability ranking, top and bottom: two is the most stable and one is the least stable.

=====

one.
ORCA calculation (the ωB97M-V functional and the def2-TZVPD basis) on a 2-piece molecular cluster, H4O2 overall.

HOMO level = -11.55 eV
Kohn-Sham gap = 12.097 eV

Structure (ORCA input):
```
! wB97M-V def2-TZVPD RIJCOSX def2/J DEFGRID3
* xyz 0 1
O -1.853 0.148 -0.241
H -1.268 -0.054 0.542
H -2.287 -0.708 -0.368
O 1.905 -0.077 -0.268
H 2.224 0.862 -0.139
H 1.278 -0.170 0.474
*
```

=====

two.
ORCA calculation (the ωB97M-V functional and the def2-TZVPD basis) on a 2-piece molecular cluster, H4O2 overall.

HOMO level = -10.63 eV
Kohn-Sham gap = 11.173 eV

Structure (ORCA input):
```
! wB97M-V def2-TZVPD RIJCOSX def2/J DEFGRID3
* xyz 0 1
O -1.162 -0.038 -0.006
H -1.501 0.831 0.288
H -1.987 -0.568 -0.264
O 1.373 -0.005 -0.081
H 0.697 0.684 0.010
H 1.101 -0.600 0.669
*
```

=====

Stability ranking, top and bottom: one is the most stable and two is the least stable.

=====

one.
ORCA calculation (the ωB97M-V functional and the def2-TZVPD basis) on a 2-piece molecular cluster, H4O2 overall.

HOMO level = -10.84 eV
Kohn-Sham gap = 11.472 eV

Structure (ORCA input):
```
! wB97M-V def2-TZVPD RIJCOSX def2/J DEFGRID3
* xyz 0 1
O 1.397 -0.120 0.035
H 0.456 0.094 0.260
H 1.706 0.773 -0.240
O -1.269 0.125 -0.047
H -1.191 -0.693 -0.537
H -1.995 -0.213 0.610
*
```

=====

two.
ORCA calculation (the ωB97M-V functional and the def2-TZVPD basis) on a 2-piece molecular cluster, H4O2 overall.

HOMO level = -11.27 eV
Kohn-Sham gap = 12.048 eV

Structure (ORCA input):
```
! wB97M-V def2-TZVPD RIJCOSX def2/J DEFGRID3
* xyz 0 1
O 0.170 0.617 1.319
H 0.083 0.720 2.228
H 0.925 0.101 1.227
O -0.282 -0.471 -1.399
H -0.380 -1.145 -2.114
H 0.271 -0.845 -0.701
*
```

=====

three.
ORCA calculation (the ωB97M-V functional and the def2-TZVPD basis) on a 2-piece molecular cluster, H4O2 overall.

HOMO level = -10.87 eV
Kohn-Sham gap = 11.318 eV

Structure (ORCA input):
```
! wB97M-V def2-TZVPD RIJCOSX def2/J DEFGRID3
* xyz 0 1
O 0.805 0.109 1.404
H 1.087 0.976 1.498
H 0.424 0.028 0.496
O -0.650 0.021 -1.016
H -1.635 -0.541 -0.908
H -0.031 -0.593 -1.474
*
```

=====

four.
ORCA calculation (the ωB97M-V functional and the def2-TZVPD basis) on a 2-piece molecular cluster, H4O2 overall.

HOMO level = -10.47 eV
Kohn-Sham gap = 11.314 eV

Structure (ORCA input):
```
! wB97M-V def2-TZVPD RIJCOSX def2/J DEFGRID3
* xyz 0 1
O -0.438 -0.950 0.242
H -1.392 -1.078 0.450
H -0.297 -1.454 -0.591
O 0.941 1.095 -0.354
H 1.061 0.745 0.558
H 0.125 1.642 -0.305
*
```

=====

Stability ranking, top and bottom: one is the most stable and three is the least stable.

=====

one.
ORCA calculation (the ωB97M-V functional and the def2-TZVPD basis) on a 2-piece molecular cluster, H4O2 overall.

HOMO level = -10.55 eV
Kohn-Sham gap = 11.138 eV

Structure (ORCA input):
```
! wB97M-V def2-TZVPD RIJCOSX def2/J DEFGRID3
* xyz 0 1
O -0.687 -0.428 1.088
H -0.108 -0.175 1.799
H -0.160 -0.359 0.260
O 0.570 0.398 -0.963
H 1.342 0.640 -1.494
H -0.139 0.134 -1.564
*
```

=====

two.
ORCA calculation (the ωB97M-V functional and the def2-TZVPD basis) on a 2-piece molecular cluster, H4O2 overall.

HOMO level = -11.43 eV
Kohn-Sham gap = 12.126 eV

Structure (ORCA input):
```
! wB97M-V def2-TZVPD RIJCOSX def2/J DEFGRID3
* xyz 0 1
O 0.279 0.498 -1.503
H 0.249 0.428 -2.461
H -0.486 0.067 -1.191
O 0.346 -0.415 1.651
H 0.064 0.159 2.375
H -0.452 -0.737 1.129
*
```

=====

Stability ranking, top and bottom: one is the most stable and two is the least stable.

=====

one.
ORCA calculation (the ωB97M-V functional and the def2-TZVPD basis) on a 2-piece molecular cluster, H4O2 overall.

HOMO level = -11.27 eV
Kohn-Sham gap = 11.917 eV

Structure (ORCA input):
```
! wB97M-V def2-TZVPD RIJCOSX def2/J DEFGRID3
* xyz 0 1
O 1.739 -0.299 0.052
H 0.794 -0.050 0.061
H 1.900 -0.822 -0.759
O -1.369 0.697 0.016
H -1.596 0.681 0.977
H -1.468 -0.208 -0.346
*
```

=====

two.
ORCA calculation (the ωB97M-V functional and the def2-TZVPD basis) on a 2-piece molecular cluster, H4O2 overall.

HOMO level = -10.85 eV
Kohn-Sham gap = 11.516 eV

Structure (ORCA input):
```
! wB97M-V def2-TZVPD RIJCOSX def2/J DEFGRID3
* xyz 0 1
O 0.971 0.327 -0.262
H 1.875 0.709 -0.211
H 1.068 -0.555 -0.619
O -1.611 -0.091 0.067
H -0.825 0.441 0.272
H -1.479 -0.831 0.752
*
```

=====

three.
ORCA calculation (the ωB97M-V functional and the def2-TZVPD basis) on a 2-piece molecular cluster, H4O2 overall.

HOMO level = -11.71 eV
Kohn-Sham gap = 12.175 eV

Structure (ORCA input):
```
! wB97M-V def2-TZVPD RIJCOSX def2/J DEFGRID3
* xyz 0 1
O -1.759 -0.098 0.087
H -1.432 -0.738 -0.596
H -1.066 0.639 -0.059
O 1.692 -0.148 -0.048
H 1.439 -0.316 0.840
H 1.126 0.662 -0.226
*
```

=====

Stability ranking, top and bottom: one is the most stable and three is the least stable.

=====

one.
ORCA calculation (the ωB97M-V functional and the def2-TZVPD basis) on a 2-piece molecular cluster, H4O2 overall.

HOMO level = -11.29 eV
Kohn-Sham gap = 11.946 eV

Structure (ORCA input):
```
! wB97M-V def2-TZVPD RIJCOSX def2/J DEFGRID3
* xyz 0 1
O 0.718 0.742 -0.487
H 1.659 0.790 -0.273
H 0.353 0.863 0.461
O -1.307 -0.788 0.280
H -0.459 -1.119 0.609
H -0.965 -0.488 -0.589
*
```

=====

two.
ORCA calculation (the ωB97M-V functional and the def2-TZVPD basis) on a 2-piece molecular cluster, H4O2 overall.

HOMO level = -10.61 eV
Kohn-Sham gap = 11.053 eV

Structure (ORCA input):
```
! wB97M-V def2-TZVPD RIJCOSX def2/J DEFGRID3
* xyz 0 1
O -0.364 0.817 -0.712
H -0.199 0.040 -1.280
H -1.342 0.748 -0.640
O 0.925 -0.492 1.166
H 0.541 -1.375 0.833
H 0.438 0.262 0.633
*
```

=====

Stability ranking, top and bottom: one is the most stable and two is the least stable.